No. 1
This record from OMol25 describes one molecule with the formula C17H27N3O3S in a non-equilibrium geometry. The level of theory is ωB97M-V/def2-TZVPD.

Cartesian coordinates (Å):
1 C -0.91311 5.87998 1.02594
2 C 0.07583 4.81409 0.26715
3 C -0.31294 3.30375 0.62929
4 O -0.13781 3.23516 2.03933
5 C -0.53765 2.16568 2.43474
6 C 0.02178 0.87809 2.01307
7 C -0.14460 -0.27011 3.01454
8 H 0.48617 -0.07231 3.96644
9 H -0.89531 -0.73788 3.08796
10 C 0.91951 -1.55339 2.45302
11 C 0.55362 -2.06551 1.24532
12 O -0.37927 -2.50412 0.90207
13 N 1.53286 -1.45811 0.02139
14 N 1.02994 -1.68349 -1.14610
15 C 1.47757 -0.45577 -1.93347
16 N 0.64714 -0.25892 -3.05026
17 C -0.24928 -0.98329 -3.90462
18 C -1.15064 -0.39111 -4.62677
19 C -1.92405 -1.31086 -5.40342
20 C -2.14370 -2.59022 -5.17411
21 C -1.03769 -3.16109 -4.41134
22 C -0.30859 -2.51750 -3.53611
23 H 0.51547 -3.10463 -3.04801
24 H -1.29465 -4.30564 -4.24271
25 H -2.50373 -3.23226 -5.75661
26 H -2.68800 -0.72172 -6.06442
27 H -1.06583 0.77873 -4.83787
28 H 1.04369 0.43725 -3.48716
29 S 2.37756 0.66520 -1.31517
30 H 0.03800 -1.99868 -1.29437
31 H 2.23032 -0.97462 0.35589
32 C 0.87563 -2.73787 3.41199
33 C 1.75657 -3.92954 3.09574
34 H 1.64911 -4.09148 2.01856
35 H 1.62246 -4.65875 3.75002
36 H 2.78633 -3.69996 3.29773
37 H -0.08867 -3.18473 3.23866
38 H 0.61260 -2.52573 4.52579
39 H 1.96314 -1.27760 2.56207
40 O -0.48867 0.36606 0.91736
41 H -1.51807 0.10636 0.77419
42 H 0.92050 1.05378 2.00990
43 H -0.54246 2.13659 3.72569
44 H -1.77520 2.06383 2.32733
45 H -1.31048 3.33104 0.57217
46 H 0.23474 2.72164 -0.03343
47 H 1.03745 5.06500 0.64619
48 H 0.00939 5.06200 -0.86124
49 H -1.72297 5.74465 0.67378
50 H -0.86636 5.77160 2.28018
51 H -0.41761 6.87641 0.84370

Summary:
Frontier orbital gap in eV: 7.5825
Energy in eV: -39498.630
E_HOMO in Eh: -0.2595
Structure (SMILES): CCCOC[C@H](O)C[C@@H](CC)C(=O)NNC(=S)Nc1ccccc1
Total charge: 0

No. 2
This record from OMol25 describes C17H27N3S2Sr as an isolated structure in a non-equilibrium geometry. The level of theory is ωB97M-V/def2-TZVPD.

Cartesian coordinates (Å):
1 Sr -0.11221 0.82162 -0.41373
2 S -1.33437 3.35175 -0.63365
3 S -1.08395 -2.26382 -0.43654
4 C -3.08280 2.79556 -0.67116
5 C -0.73746 2.78996 -2.34331
6 C -1.10554 1.50976 -3.13799
7 N -0.41334 0.23153 -2.78355
8 C -1.04022 -1.07869 -3.10370
9 C -0.61013 -2.24509 -2.20946
10 H 0.36088 2.90931 -2.33859
11 H -1.16854 3.63100 -2.90044
12 H -0.85167 1.77596 -4.17530
13 H -2.18518 1.34446 -3.14313
14 H -0.77172 -1.38330 -4.12436
15 H -2.12354 -0.96066 -3.08622
16 H 0.48705 -2.34057 -2.21603
17 H -1.03313 -3.17009 -2.62304
18 C -2.91046 -2.21647 -0.52257
19 H 0.51355 0.23814 -3.21269
20 H -3.21019 -1.36855 -1.13637
21 H -3.29460 -2.04231 0.48528
22 H -3.39184 -3.12255 -0.89986
23 H -3.46260 2.63844 0.34274
24 H -3.24941 1.87104 -1.23297
25 H -3.66812 3.59954 -1.12428
26 C 5.03606 0.51424 -2.14825
27 C 5.10252 0.56808 -0.79285
28 H 5.01791 1.43385 -2.76298
29 H 5.08295 -0.44460 -2.69839
30 H 5.15570 1.53811 -0.26183
31 H 5.23480 -0.34625 -0.18181
32 N 1.73683 -0.63613 0.39257
33 C 1.46293 -0.80371 1.81309
34 C 2.40867 -1.50841 2.52813
35 C 2.27013 -1.70618 3.91054
36 C 1.14802 -1.21278 4.57508
37 C 0.12207 -0.53243 3.89240
38 C -1.02682 -0.06060 4.56940
39 C -2.05105 0.56388 3.87317
40 C -1.90245 0.68640 2.48021
41 N -0.80558 0.23765 1.83439
42 C 0.26018 -0.34364 2.47313
43 H 2.62992 -0.15522 0.20937
44 H 1.92456 -1.55665 -0.01597
45 H 3.28299 -1.89200 1.99521
46 H 3.06448 -2.23068 4.44361
47 H 1.00486 -1.33388 5.65120
48 H -1.07229 -0.21088 5.65090
49 H -2.94225 0.95330 4.35724
50 H -2.66557 1.16259 1.85333

Summary:
Frontier orbital gap in eV: 8.5304
Energy in eV: -45030.501
E_HOMO in Eh: -0.5330
Total charge: +2

No. 3
This record from OMol25 describes one molecule with the formula C17H27N5O3. The level of theory is ωB97M-V/def2-TZVPD.

Cartesian coordinates (Å):
1 C -5.23716 -1.68855 2.15151
2 C -4.71193 -2.36042 0.88954
3 C -3.62423 -1.53966 0.20932
4 C -3.10540 -2.21778 -1.05049
5 N -2.07671 -1.43056 -1.70668
6 C -0.75361 -1.39574 -1.45444
7 C -0.28138 -0.38611 -2.25337
8 C 1.12769 0.09763 -2.47729
9 C 1.14055 1.40931 -3.26782
10 C 1.88577 -0.89971 -3.37530
11 O 2.25785 -2.09792 -2.73720
12 C 3.17954 -1.78743 -1.71443
13 C 2.50204 -0.98059 -0.63342
14 N 1.84246 0.21564 -1.17652
15 C 1.39618 1.17419 -0.30611
16 O 0.55486 2.00128 -0.59822
17 C 2.03484 1.20178 1.08812
18 O 1.59228 0.04714 1.82716
19 N 1.34437 0.43527 3.15647
20 C 1.37150 1.70194 3.23595
21 C 1.11762 2.40072 4.52482
22 C 1.60600 2.39555 1.92208
23 C 2.61077 3.53768 1.94864
24 N -1.33033 0.11382 -2.95335
25 N -2.41065 -0.51503 -2.61301
26 H -6.01440 -2.28622 2.62802
27 H -4.43508 -1.54160 2.87722
28 H -5.66044 -0.70878 1.92305
29 H -4.31877 -3.35171 1.13612
30 H -5.53515 -2.52204 0.18714
31 H -4.00858 -0.55246 -0.05949
32 H -2.79100 -1.37839 0.90003
33 H -2.68138 -3.19662 -0.82123
34 H -3.90558 -2.35542 -1.77668
35 H -0.28711 -2.06184 -0.75156
36 H 0.90602 1.19492 -4.31112
37 H 0.41240 2.11692 -2.89342
38 H 2.13844 1.84654 -3.21438
39 H 1.23549 -1.15741 -4.20940
40 H 2.78454 -0.40268 -3.76557
41 H 3.53952 -2.72700 -1.29697
42 H 4.03214 -1.23882 -2.13708
43 H 1.78138 -1.61577 -0.11375
44 H 3.24451 -0.68369 0.10450
45 H 3.12985 1.16995 1.00956
46 H 0.28492 3.09899 4.41796
47 H 0.88569 1.67973 5.30495
48 H 1.99188 2.98081 4.82554
49 H 0.64621 2.76725 1.54947
50 H 2.26788 4.34810 2.59238
51 H 3.58303 3.19901 2.31282
52 H 2.74065 3.94582 0.94594

Summary:
Frontier orbital gap in eV: 9.8763
Energy in eV: -31658.321
E_HOMO in Eh: -0.3363
Structure (SMILES): CCCCn1cc([C@]2(C)COCCN2C(=O)[C@@H]2ON=C(C)[C@H]2C)nn1
Total charge: 0

No. 4
This record from OMol25 describes one molecule with the formula C17H27NO2 in a non-equilibrium geometry. The level of theory is ωB97M-V/def2-TZVPD.

Cartesian coordinates (Å):
1 C 1.27681 -0.38041 5.50870
2 C 1.38564 0.91996 4.72517
3 N 0.67018 0.80965 3.46942
4 H -0.29848 0.55938 3.65236
5 C 0.71053 2.01477 2.66516
6 C -0.05821 1.81664 1.35941
7 H 0.02423 2.72294 0.75792
8 H -1.11510 1.66609 1.59447
9 C 0.44492 0.59728 0.56886
10 C -0.59560 0.14978 -0.42651
11 C -1.16056 -1.11282 -0.32853
12 C -2.12719 -1.57208 -1.22073
13 C -2.51141 -0.71230 -2.21845
14 C -1.95592 0.56232 -2.32589
15 C -1.00352 1.01406 -1.44881
16 H -0.59239 2.00381 -1.55200
17 O -2.51569 1.21267 -3.39769
18 C -3.43984 0.30679 -3.95853
19 O -3.43252 -0.89477 -3.22028
20 H -4.44977 0.74828 -3.93418
21 H -3.16324 0.09838 -5.00502
22 H -2.55672 -2.55602 -1.13456
23 H -0.84509 -1.76890 0.46866
24 C 1.78153 0.89039 -0.12333
25 C 2.37521 -0.32226 -0.84080
26 H 3.31036 -0.01161 -1.31505
27 H 1.69013 -0.63180 -1.63407
28 C 2.66467 -1.53673 0.04973
29 C 3.53518 -1.17696 1.25157
30 H 2.99800 -0.53618 1.94535
31 H 3.82758 -2.07936 1.78474
32 H 4.43944 -0.66584 0.92660
33 C 3.34279 -2.62187 -0.78584
34 H 2.72841 -2.88354 -1.64460
35 H 3.50267 -3.51982 -0.19295
36 H 4.30868 -2.27524 -1.14823
37 H 1.71522 -1.93880 0.41516
38 H 1.63899 1.68551 -0.85870
39 H 2.49269 1.25383 0.61735
40 H 0.59853 -0.20078 1.29782
41 H 0.29581 2.89074 3.19869
42 H 1.76210 2.23285 2.45601
43 H 1.02019 1.76030 5.34474
44 H 2.43575 1.12026 4.48724
45 H 0.24229 -0.57398 5.78503
46 H 1.87327 -0.32578 6.41547
47 H 1.63224 -1.20794 4.90074

Summary:
Frontier orbital gap in eV: 8.8261
Energy in eV: -23652.052
E_HOMO in Eh: -0.2915
Structure (SMILES): CCNCC[C@H](CCC(C)C)c1ccc2c(c1)OCO2
Total charge: 0

- Look up the frontier orbital gap of the first one.
  7.5825 eV